This record from OMol25 describes a cluster of 8 separate species, C26H73N5O11 in total at a distorted geometry. The level of theory is wB97M-V/def2-TZVPD.

The geometry in XYZ format:
```
115
Properties=species:S:1:pos:R:3
C -1.972 2.627 0.192
O -1.894 1.228 0.373
C -0.928 0.920 1.343
C -0.402 -0.531 1.130
C 0.210 -0.791 -0.251
N -1.518 -1.495 1.328
H -1.250 3.089 -0.489
H -1.941 3.258 1.086
H -2.921 2.874 -0.290
H -0.006 1.513 1.281
H -1.321 1.057 2.358
H 0.343 -0.650 1.921
H -0.537 -0.669 -1.035
H 0.716 -1.746 -0.392
H 1.010 -0.055 -0.367
H -2.277 -1.046 1.829
H -1.914 -1.533 0.393
C 4.276 0.263 0.548
O 4.554 -0.334 -0.665
C 3.722 -0.116 -1.741
C 3.959 1.153 -2.549
C 2.843 1.372 -3.626
N 5.264 1.117 -3.226
H 4.358 1.365 0.495
H 5.134 0.237 1.226
H 3.324 0.004 1.014
H 3.654 -0.932 -2.470
H 2.673 -0.085 -1.404
H 4.039 2.047 -1.921
H 1.844 1.486 -3.202
H 2.873 0.592 -4.389
H 3.082 2.286 -4.173
H 5.286 0.235 -3.746
H 5.092 1.727 -4.025
C 3.022 -5.720 -3.337
O 2.468 -4.760 -2.446
C 3.301 -4.318 -1.401
C 2.526 -4.524 -0.075
C 2.835 -3.539 1.043
N 2.665 -5.919 0.359
H 2.300 -6.441 -3.716
H 3.772 -6.304 -2.795
H 3.554 -5.259 -4.173
H 4.223 -4.900 -1.332
H 3.461 -3.246 -1.559
H 1.450 -4.439 -0.274
H 3.710 -3.929 1.573
H 1.964 -3.422 1.685
H 3.183 -2.588 0.635
H 2.072 -6.448 -0.272
H 2.237 -5.951 1.280
C -3.723 -1.099 -1.816
O -3.677 -2.384 -2.395
C -2.332 -2.868 -2.201
C -2.233 -4.319 -2.580
C -0.813 -4.821 -2.385
N -2.540 -4.499 -4.032
H -2.979 -0.361 -2.131
H -3.660 -1.193 -0.727
H -4.667 -0.572 -1.961
H -1.611 -2.311 -2.808
H -2.160 -2.724 -1.132
H -2.943 -4.926 -2.010
H -0.516 -4.848 -1.330
H -0.139 -4.128 -2.889
H -0.665 -5.849 -2.710
H -3.423 -5.006 -3.969
H -2.936 -3.598 -4.310
C -0.657 6.366 0.349
O -0.107 5.475 -0.604
C 1.155 5.769 -1.121
C 1.345 5.007 -2.443
C 2.721 5.107 -3.101
N 0.384 5.475 -3.466
H -0.658 7.396 -0.027
H -0.119 6.408 1.296
H -1.719 6.137 0.399
H 1.226 6.837 -1.375
H 2.033 5.573 -0.496
H 1.119 3.961 -2.205
H 3.527 4.522 -2.645
H 2.974 6.142 -2.837
H 2.824 4.945 -4.168
H -0.425 4.867 -3.524
H -0.031 6.324 -3.088
O -0.104 -6.176 4.707
C 0.426 -4.886 4.446
C -0.623 -3.922 3.856
O 0.027 -2.717 3.453
H -0.635 -6.112 5.507
H 1.079 -4.536 5.245
H 1.105 -4.981 3.591
H -1.295 -3.642 4.680
H -1.238 -4.287 3.034
H -0.614 -2.267 2.877
O -2.298 7.457 3.443
C -2.268 6.068 3.739
C -1.091 5.868 4.739
O -1.322 6.563 5.951
H -2.718 7.887 4.193
H -3.230 5.781 4.171
H -2.091 5.436 2.869
H -0.172 6.088 4.191
H -1.015 4.781 4.844
H -0.718 7.306 6.023
O -5.412 -1.103 1.317
C -4.838 0.120 1.766
C -5.488 0.555 3.058
O -6.855 0.908 2.689
H -5.011 -1.848 1.770
H -3.789 -0.096 1.998
H -4.819 0.859 0.970
H -4.958 1.427 3.437
H -5.446 -0.227 3.816
H -7.274 0.131 2.305
```

Values from the calculation:
**Maximum force**: 2.6 eV/Å
**Energy above the lowest of the compared OMol25 structures with the same formula, charge and spin**: 299.7 kJ/mol
**SMILES**: COC[C@H](C)N.COC[C@H](C)N.COC[C@H](C)N.COC[C@H](C)N.COC[C@H](C)N.OCCO.OCCO.OCCO
**Highest occupied orbital energy**: -9.0 eV


This record from OMol25 describes a structure of composition C5H10 at a distorted geometry. The level of theory is wB97M-V/def2-TZVPD.

The geometry in XYZ format:
```
15
Properties=species:S:1:pos:R:3
C -0.308 1.731 0.359
C 0.344 0.359 0.254
C 0.517 -0.221 -1.155
C 0.234 -1.951 0.081
C -0.428 -0.835 0.847
H -0.419 2.035 1.408
H 0.294 2.496 -0.151
H -1.306 1.727 -0.099
H 1.339 0.384 0.723
H -0.399 -0.205 -1.752
H 1.358 0.153 -1.758
H 1.045 -1.448 -0.792
H -0.467 -2.536 -0.531
H -0.299 -0.964 1.928
H -1.505 -0.725 0.638
```

Values from the calculation:
**Maximum force**: 1.7 eV/Å
**Energy above the lowest of the compared OMol25 structures with the same formula, charge and spin**: 424.8 kJ/mol
**Highest occupied orbital energy**: -8.0 eV


This record from OMol25 describes a structure of composition C5H6LiO5Rb at a distorted geometry. The level of theory is wB97M-V/def2-TZVPD.

The geometry in XYZ format:
```
18
Properties=species:S:1:pos:R:3
O -1.700 -0.616 0.709
C -0.638 -1.202 1.219
C -1.476 0.807 0.645
O -0.482 -2.402 1.302
O 0.223 -0.310 1.726
C -0.378 1.004 1.680
Li 0.336 -2.956 -0.417
H -2.411 1.320 0.883
H -1.133 1.046 -0.369
H -0.757 1.241 2.681
H 0.383 1.720 1.360
O 1.658 1.289 -0.921
C 1.047 0.770 -1.981
C 0.652 -0.531 -2.035
O 0.878 -1.363 -0.986
Rb 2.832 -0.315 0.270
H 0.833 1.420 -2.848
H 0.131 -0.922 -2.919
```

Values from the calculation:
**Maximum force**: 2.2 eV/Å
**Energy above the lowest of the compared OMol25 structures with the same formula, charge and spin**: 0.0 kJ/mol
**Highest occupied orbital energy**: -5.1 eV


This record from OMol25 describes a cluster of 10 separate species, C45H93BNO24PS12 in total at a distorted geometry. The level of theory is wB97M-V/def2-TZVPD.

The geometry in XYZ format:
```
177
Properties=species:S:1:pos:R:3
C -0.126 2.226 0.909
C -1.088 1.034 1.008
N -0.748 0.058 -0.023
C -1.815 -0.688 -0.618
C -2.268 -0.197 -2.024
S -2.150 1.626 -2.173
B -3.821 -0.581 -2.226
O -4.258 -1.580 -3.044
C -4.910 0.181 -1.367
C -6.347 -0.333 -1.626
C -1.291 -0.713 -3.089
P -1.180 0.110 -4.796
O -2.637 0.760 -5.167
O -0.133 1.332 -4.688
O -1.522 -2.090 -3.409
S -1.384 -3.145 -2.208
O -0.125 -3.797 -2.366
O -2.521 -4.004 -2.307
C -1.479 -2.277 -0.573
C -2.483 -2.975 0.340
S 0.133 -2.528 0.233
H 0.643 2.143 1.674
H 0.309 2.296 -0.087
H -0.690 3.133 1.144
H -0.896 0.582 1.984
H -2.119 1.390 0.938
H -0.123 0.470 -0.705
H -2.672 -0.562 0.044
H -2.774 1.957 -1.038
H -3.740 -1.697 -3.846
H -4.707 0.046 -0.303
H -4.911 1.237 -1.629
H -7.018 0.185 -0.948
H -6.381 -1.403 -1.440
H -6.598 -0.099 -2.658
H -0.280 -0.610 -2.670
H -3.265 0.059 -5.364
H 0.735 0.895 -4.665
H -2.408 -4.055 0.251
H -2.239 -2.688 1.361
H -3.486 -2.647 0.075
H 0.956 -1.906 -0.617
O 0.098 -0.504 4.694
S 1.064 0.547 4.482
O 1.421 0.964 3.149
C 0.590 1.971 5.451
C 1.264 1.750 6.800
C 2.681 1.247 6.485
C 2.552 0.155 5.415
H -0.495 2.025 5.511
H 0.984 2.854 4.947
H 1.279 2.666 7.389
H 0.718 0.995 7.368
H 3.282 2.072 6.097
H 3.182 0.867 7.373
H 3.398 0.139 4.732
H 2.415 -0.830 5.856
O -5.927 0.773 3.800
S -6.417 -0.130 2.788
O -6.344 0.211 1.391
C -5.669 -1.735 3.048
C -6.622 -2.445 4.005
C -8.036 -2.129 3.498
C -8.094 -0.624 3.208
H -4.665 -1.604 3.446
H -5.628 -2.238 2.082
H -6.431 -3.516 4.034
H -6.494 -2.052 5.016
H -8.227 -2.689 2.580
H -8.798 -2.417 4.220
H -8.747 -0.387 2.372
H -8.395 -0.054 4.085
O 2.534 3.442 -0.270
S 2.392 2.842 -1.570
O 1.332 1.917 -1.886
C 2.412 4.140 -2.801
C 3.891 4.311 -3.138
C 4.463 2.890 -3.247
C 3.960 2.096 -2.034
H 1.949 5.033 -2.390
H 1.846 3.784 -3.663
H 4.025 4.874 -4.060
H 4.395 4.853 -2.335
H 4.104 2.425 -4.168
H 5.551 2.895 -3.286
H 3.796 1.046 -2.265
H 4.631 2.185 -1.183
O 4.692 -2.501 1.270
S 4.776 -2.771 -0.143
O 4.724 -1.707 -1.118
C 6.221 -3.783 -0.445
C 5.715 -5.215 -0.298
C 4.360 -5.257 -1.020
C 3.563 -4.029 -0.564
H 7.001 -3.519 0.265
H 6.555 -3.583 -1.464
H 6.420 -5.930 -0.718
H 5.580 -5.456 0.759
H 4.517 -5.215 -2.100
H 3.817 -6.175 -0.804
H 2.918 -3.645 -1.351
H 2.974 -4.238 0.325
O 1.949 0.006 -8.192
S 1.766 -1.120 -7.312
O 1.587 -0.933 -5.893
C 0.443 -2.142 -7.945
C 1.144 -3.117 -8.888
C 2.418 -3.563 -8.160
C 3.087 -2.305 -7.599
H -0.295 -1.510 -8.432
H -0.007 -2.657 -7.097
H 0.503 -3.961 -9.135
H 1.408 -2.611 -9.819
H 2.151 -4.236 -7.342
H 3.094 -4.099 -8.822
H 3.598 -2.492 -6.657
H 3.777 -1.864 -8.317
O 5.104 -5.279 3.982
S 3.784 -5.840 3.844
O 3.567 -7.084 3.147
C 3.028 -5.929 5.466
C 2.334 -4.579 5.631
C 1.655 -4.288 4.286
C 2.682 -4.583 3.185
H 3.797 -6.121 6.211
H 2.308 -6.745 5.449
H 1.617 -4.599 6.450
H 3.074 -3.805 5.848
H 0.787 -4.940 4.167
H 1.300 -3.259 4.224
H 2.210 -4.964 2.283
H 3.282 -3.705 2.948
O -3.631 2.838 8.566
S -3.385 3.280 7.214
O -2.098 3.074 6.592
C -4.674 2.635 6.155
C -5.760 3.701 6.201
C -5.036 5.052 6.096
C -3.853 5.009 7.071
H -4.995 1.664 6.523
H -4.263 2.534 5.151
H -6.480 3.563 5.396
H -6.298 3.644 7.151
H -4.677 5.186 5.072
H -5.701 5.880 6.315
H -3.000 5.573 6.711
H -4.135 5.358 8.062
O 5.059 -3.399 -10.167
S 6.319 -4.036 -9.869
O 6.586 -5.386 -10.290
C 7.642 -2.962 -10.413
C 7.917 -2.064 -9.210
C 7.889 -2.985 -7.983
C 6.645 -3.875 -8.107
H 7.324 -2.421 -11.301
H 8.500 -3.591 -10.644
H 8.871 -1.549 -9.309
H 7.133 -1.307 -9.124
H 8.787 -3.605 -7.973
H 7.872 -2.418 -7.053
H 6.800 -4.866 -7.689
H 5.772 -3.413 -7.650
O -5.305 8.091 5.652
S -3.997 8.295 5.084
O -2.831 7.632 5.608
C -4.091 8.021 3.318
C -4.465 9.386 2.747
C -3.604 10.408 3.503
C -3.691 10.064 4.996
H -4.824 7.245 3.111
H -3.104 7.706 2.981
H -4.292 9.427 1.672
H -5.523 9.587 2.926
H -2.569 10.331 3.167
H -3.933 11.429 3.318
H -2.768 10.286 5.526
H -4.526 10.567 5.480
```

Values from the calculation:
**Maximum force**: 3.6 eV/Å
**Energy above the lowest of the compared OMol25 structures with the same formula, charge and spin**: 121.8 kJ/mol
**SMILES**: CCN[C@H]1[C@](S)(B(O)CC)[C@H](P(O)O)OS(=O)(=O)[C@@]1(C)S.O=S1(=O)CCCC1.O=S1(=O)CCCC1.O=S1(=O)CCCC1.O=S1(=O)CCCC1.O=S1(=O)CCCC1.O=S1(=O)CCCC1.O=S1(=O)CCCC1.O=S1(=O)CCCC1.O=S1(=O)CCCC1
**Highest occupied orbital energy**: -7.6 eV


This record from OMol25 describes a cluster of 7 separate species, C44H104BrN6O2 in total at a distorted geometry. The level of theory is wB97M-V/def2-TZVPD.

The geometry in XYZ format:
```
157
Properties=species:S:1:pos:R:3
C 12.891 -8.893 -2.542
C 13.677 -9.975 -3.306
C 15.190 -9.705 -3.455
N 15.928 -11.054 -3.765
C 15.567 -11.767 -5.028
C 17.431 -10.791 -3.831
C 18.207 -12.048 -3.357
C 17.140 -12.906 -2.705
C 15.861 -12.126 -2.675
H 13.437 -8.589 -1.649
H 11.899 -9.236 -2.247
H 12.855 -7.947 -3.082
H 13.230 -10.214 -4.272
H 13.527 -10.890 -2.733
H 15.756 -9.173 -2.689
H 15.384 -9.223 -4.413
H 16.285 -12.587 -5.056
H 15.882 -11.074 -5.807
H 14.512 -12.021 -4.922
H 17.761 -10.560 -4.844
H 17.788 -9.860 -3.391
H 18.645 -12.600 -4.189
H 18.902 -11.856 -2.539
H 16.833 -13.828 -3.198
H 17.478 -13.218 -1.717
H 14.950 -12.718 -2.752
H 15.919 -11.547 -1.753
C 16.997 -9.372 -8.708
C 16.786 -10.743 -9.284
C 15.381 -11.150 -9.616
N 15.157 -12.313 -10.673
C 15.413 -13.705 -9.947
C 16.007 -12.455 -11.999
C 15.112 -13.028 -13.041
C 13.646 -12.947 -12.530
C 13.683 -12.310 -11.114
H 16.150 -8.720 -8.922
H 17.963 -8.901 -8.892
H 16.821 -9.510 -7.642
H 17.207 -11.498 -8.620
H 17.456 -10.866 -10.136
H 14.792 -10.303 -9.969
H 14.943 -11.509 -8.685
H 16.404 -13.572 -9.514
H 15.229 -14.502 -10.668
H 14.749 -13.839 -9.093
H 16.927 -13.033 -11.909
H 16.351 -11.452 -12.250
H 15.465 -14.028 -13.293
H 15.237 -12.388 -13.914
H 13.015 -13.832 -12.451
H 13.193 -12.239 -13.223
H 13.166 -12.854 -10.324
H 13.272 -11.301 -11.144
C 17.262 -4.245 -7.502
N 18.562 -4.762 -8.022
C 19.220 -3.812 -9.142
C 19.551 -4.842 -6.847
C 18.365 -6.153 -8.690
C 17.931 -6.142 -10.141
O 16.550 -5.727 -10.177
H 17.426 -3.275 -7.032
H 16.865 -5.005 -6.830
H 16.628 -4.076 -8.372
H 18.460 -3.761 -9.921
H 20.143 -4.356 -9.344
H 19.427 -2.806 -8.777
H 20.247 -5.596 -7.214
H 18.994 -4.999 -5.923
H 20.128 -3.961 -6.564
H 17.645 -6.602 -8.006
H 19.252 -6.778 -8.581
H 18.072 -7.115 -10.611
H 18.473 -5.503 -10.838
H 16.019 -6.200 -10.823
C 14.005 -6.252 -5.622
N 13.470 -6.965 -6.868
C 13.661 -6.043 -8.135
C 14.257 -8.277 -7.075
C 12.013 -7.448 -6.638
C 10.931 -6.254 -6.732
O 10.699 -5.576 -7.952
H 14.947 -5.819 -5.959
H 14.253 -6.873 -4.760
H 13.228 -5.526 -5.383
H 13.225 -5.047 -8.073
H 13.209 -6.536 -8.995
H 14.732 -6.042 -8.341
H 14.063 -8.809 -6.144
H 15.313 -8.016 -7.143
H 13.896 -8.819 -7.949
H 11.986 -7.858 -5.629
H 11.779 -8.121 -7.462
H 11.060 -5.503 -5.953
H 9.947 -6.659 -6.499
H 10.974 -4.670 -7.793
C 8.530 -8.660 -3.908
C 7.217 -7.923 -4.200
C 7.339 -6.874 -5.379
C 5.927 -6.318 -5.729
N 5.811 -5.310 -6.930
C 6.777 -4.080 -6.832
C 7.290 -3.770 -8.215
C 6.646 -4.886 -9.121
C 6.248 -6.083 -8.214
C 4.365 -4.848 -7.072
H 8.687 -9.343 -4.743
H 8.343 -9.150 -2.953
H 9.450 -8.083 -3.810
H 6.953 -7.388 -3.288
H 6.341 -8.514 -4.466
H 7.718 -7.500 -6.187
H 8.128 -6.156 -5.156
H 5.491 -5.844 -4.850
H 5.296 -7.075 -6.195
H 6.237 -3.307 -6.285
H 7.523 -4.363 -6.090
H 6.999 -2.758 -8.496
H 8.342 -4.047 -8.285
H 5.857 -4.405 -9.699
H 7.273 -5.220 -9.947
H 5.391 -6.659 -8.564
H 7.152 -6.668 -8.045
H 3.677 -5.689 -6.986
H 4.197 -4.510 -8.094
H 4.132 -4.126 -6.290
C 8.937 -5.061 -17.229
C 8.530 -6.400 -16.606
C 9.553 -7.043 -15.562
C 8.885 -8.047 -14.528
N 9.829 -8.316 -13.357
C 10.151 -7.101 -12.416
C 10.080 -7.640 -11.017
C 8.999 -8.665 -11.071
C 9.126 -9.311 -12.396
C 11.192 -8.968 -13.611
H 8.047 -4.611 -17.669
H 9.714 -5.352 -17.936
H 9.412 -4.361 -16.541
H 8.384 -6.940 -17.541
H 7.577 -6.295 -16.087
H 10.044 -6.210 -15.060
H 10.363 -7.549 -16.087
H 8.755 -9.058 -14.914
H 7.917 -7.844 -14.070
H 11.043 -6.566 -12.742
H 9.393 -6.344 -12.621
H 11.015 -8.108 -10.709
H 9.853 -6.789 -10.374
H 9.212 -9.497 -10.400
H 8.002 -8.249 -10.930
H 9.656 -10.245 -12.213
H 8.103 -9.594 -12.646
H 11.709 -8.258 -14.256
H 11.105 -9.757 -14.358
H 11.807 -9.156 -12.730
Br 11.278 -2.225 -8.242
```

Values from the calculation:
**Maximum force**: 3.3 eV/Å
**2S+1**: 2
**Net charge**: +4
**Highest occupied orbital energy (spin up / spin down)**: -10.8 / -13.4 eV


This record from OMol25 describes a cluster of 2 separate species, C2H9N2S in total. The level of theory is wB97M-V/def2-TZVPD.

The geometry in XYZ format:
```
14
Properties=species:S:1:pos:R:3
C 0.041 -0.153 2.145
C 1.152 0.027 -0.333
N -1.731 -0.114 -1.014
N 1.682 0.482 -1.439
S 0.711 1.023 0.940
H 0.797 -0.363 2.895
H -0.280 -1.057 1.642
H -0.813 0.328 2.616
H 0.992 -1.041 -0.249
H -2.286 -0.726 -0.423
H -1.776 -0.512 -1.948
H 1.914 -0.134 -2.206
H -2.236 0.763 -1.060
H 1.832 1.476 -1.568
```

Values from the calculation:
**Maximum force**: 0.4 eV/Å
**Energy above the lowest of the compared OMol25 structures with the same formula, charge and spin**: 48.5 kJ/mol
**Net charge**: +1
**Highest occupied orbital energy**: -14.0 eV